# 1
# C29H20F5N15STi

C29H20F5N15STi as an isolated structure at a distorted geometry (ωB97M-V/def2-TZVPD, the Open Molecules 2025 dataset).

Values from the calculation:
Total charge = -2
E = -100288.969 eV
HOMO-LUMO gap (alpha / beta) = 3.67 / 5.74 eV
2S+1 = 3
ΔE to the lowest compared entry with this formula, charge and spin = 28.39 kJ/mol

Cartesian coordinates (Å):
Ti 0.713749 -0.098961 -0.905548
C -0.086139 -1.802050 2.261664
N -1.099391 -1.567926 1.258531
C -2.450789 -1.320182 1.757559
C -2.851136 0.077936 2.135663
N -2.095287 1.062068 2.469866
C -2.967764 2.116549 2.754961
C -2.689547 3.413349 3.153255
C -3.757702 4.270258 3.360680
C -5.087046 3.842196 3.185225
C -5.376067 2.553762 2.794162
C -4.292402 1.709715 2.580566
N -4.186546 0.386182 2.200113
C 0.914445 -0.709310 2.379296
N 1.171174 0.246547 1.545218
C 2.234441 0.950094 2.145460
C 2.926242 2.093504 1.752539
C 3.957159 2.550003 2.557918
C 4.308472 1.907790 3.755950
C 3.620271 0.786597 4.173422
C 2.598678 0.338312 3.347813
N 1.713262 -0.709534 3.478328
H 0.483471 -2.698388 2.030938
H -0.548693 -1.968395 3.235104
H -1.149759 -2.351514 0.622700
H -2.656786 -1.929780 2.639920
H -3.129267 -1.647879 0.984473
H -1.660340 3.731655 3.285710
H -3.566644 5.297915 3.652042
H -5.899927 4.537152 3.358805
H -6.399749 2.223465 2.657179
H -4.931956 -0.190617 1.864995
H 2.681170 2.624457 0.844779
H 4.510702 3.428274 2.243411
H 5.122926 2.294498 4.358715
H 3.863140 0.278646 5.101933
H 1.779262 -1.458059 4.137958
S 2.964363 0.629300 -2.018403
C 2.319005 2.083059 -1.387186
C 2.837847 3.382963 -1.526062
C 2.160021 4.459445 -0.985481
C 0.954257 4.236420 -0.304683
C 0.497132 2.942020 -0.194758
N 1.158395 1.878015 -0.697628
H 3.767863 3.509477 -2.070572
H 2.548717 5.467303 -1.095981
H 0.382471 5.054991 0.124307
H -0.430221 2.710359 0.316598
N 0.451357 -3.567547 -1.196113
C 1.530250 -3.145562 -0.410183
N 2.248299 -3.973250 0.324816
N 3.131342 -3.152952 0.956974
N 2.927605 -1.920644 0.598323
N 1.880872 -1.871767 -0.283470
C 0.183229 -2.835003 -2.368048
N -0.300185 -3.393327 -3.456309
N -0.391026 -2.355764 -4.329505
N 0.008620 -1.259931 -3.760762
N 0.391774 -1.530208 -2.472081
H 0.467522 -4.556001 -1.366287
F 0.153359 2.617740 -3.094764
C -0.975238 1.930271 -2.859690
C -1.000957 0.822103 -2.017219
C -2.247426 0.223931 -2.085474
F -2.451277 -1.023491 -1.563007
C -3.370550 0.692111 -2.738897
F -4.557623 0.040313 -2.676724
C -3.277669 1.839141 -3.470128
F -4.345350 2.337235 -4.113838
C -2.053796 2.441999 -3.557471
F -1.932905 3.533521 -4.333199

Cartesian forces, eV/Å:
0.4 -0.5 0.5
-0.1 0.1 -0.3
-0.5 0.3 -0.1
0.5 0.0 -0.1
0.2 -0.3 -0.4
0.4 0.7 0.3
0.3 -0.3 -0.1
0.1 0.3 0.1
-0.1 0.0 0.0
0.3 0.3 0.1
-0.1 -0.3 -0.1
0.0 -0.3 0.0
-0.4 0.0 0.0
-0.1 0.0 0.2
0.2 0.3 0.2
0.0 0.1 -0.3
0.1 0.2 -0.1
0.0 -0.1 0.1
0.0 0.2 -0.2
0.0 -0.1 0.1
-0.2 -0.2 0.0
0.2 0.1 0.3
0.1 -0.3 -0.2
0.0 0.0 0.3
0.1 0.0 -0.2
-0.1 -0.3 0.3
-0.3 -0.1 -0.3
-0.1 0.0 0.0
0.0 -0.1 0.0
0.0 0.0 0.0
0.1 0.0 0.0
-0.1 -0.1 -0.1
0.1 -0.1 0.3
0.0 0.0 0.0
0.0 0.0 0.0
0.0 0.0 -0.1
0.0 -0.2 0.1
0.1 0.3 0.0
-0.1 -0.2 -0.1
0.0 0.2 0.0
0.1 -0.2 -0.1
-0.1 0.1 0.1
0.2 -0.3 -0.1
0.3 2.2 0.0
-0.1 0.0 0.0
0.0 -0.1 0.0
0.1 -0.1 -0.1
0.0 0.0 0.0
0.0 0.4 0.1
-0.4 -0.1 -0.3
0.3 0.1 0.3
-0.4 0.3 -0.4
-0.3 -0.4 0.0
0.7 -0.8 1.0
0.2 -0.2 0.5
0.0 0.1 -0.4
0.2 0.3 0.6
-0.1 -0.5 0.1
-0.6 -0.8 -1.5
0.0 -0.2 -0.1
0.5 0.2 0.0
-0.2 -0.1 0.3
-1.1 0.3 -0.7
0.0 -0.2 -0.1
0.1 -0.2 0.7
-0.2 -0.3 0.3
0.0 -0.1 0.0
-0.2 0.1 -0.2
-0.3 0.2 -0.2
0.2 0.1 0.0
0.1 0.3 -0.2

Charges in e, computed with Mulliken, in the same order as the atoms: -0.56, -1.98, 0.22, -1.58, 0.64, -0.26, 0.17, -0.53, -0.58, -0.33, -1.07, 0.63, -0.10, 0.12, 0.78, 0.54, -0.05, -1.02, -0.37, -1.26, 0.13, 0.06, 0.50, 0.51, 0.24, 0.48, 0.55, 0.48, 0.36, 0.36, 0.36, 0.25, 0.48, 0.41, 0.35, 0.37, 0.25, -0.55, 0.15, -0.93, -0.28, -0.94, -0.44, 1.16, 0.41, 0.38, 0.36, 0.38, -0.04, 0.29, -0.66, -0.78, -0.24, 0.54, 0.27, -0.71, -0.75, -0.27, 0.89, 0.32, -0.43, 0.29, 0.25, 0.49, -0.51, -0.07, -0.37, 0.89, -0.37, 0.09, -0.35


# 2
# C49H76F21N2O15S2

A 8-piece molecular cluster, C49H76F21N2O15S2 overall at a distorted geometry (ωB97M-V/def2-TZVPD, the Open Molecules 2025 dataset).

Values from the calculation:
E = -164474.356 eV
HOMO-LUMO gap (alpha / beta) = 8.14 / 8.17 eV
2S+1 = 2

Cartesian coordinates (Å):
C 1.004460 -5.182012 -3.345017
C 1.244424 -4.242830 -2.076793
C 2.244052 -3.058676 -2.361411
C 1.661446 -1.639511 -2.057152
N 0.585789 -1.209039 -2.995431
C -0.019537 0.069619 -2.539539
C -1.115791 0.587078 -3.535652
C -2.484566 0.913432 -2.832572
C -3.087259 -0.433809 -2.283762
C -4.405712 -0.893334 -3.039849
C -4.836887 -2.281973 -2.431450
C -4.340499 -3.433204 -3.374848
C -2.783592 -3.548105 -3.527509
C -4.845129 -4.798816 -2.709822
N -5.086329 -3.297748 -4.645698
O -4.942387 -4.330458 -5.422884
C -4.711472 -2.098606 -5.435793
C -6.008039 -1.699453 -6.272511
C -3.588258 -2.357653 -6.525428
C -4.295340 -0.817972 -4.608050
C 1.190335 -1.060845 -4.301058
S 0.914594 -2.245516 -5.447312
S 2.209370 0.377796 -4.766850
C 1.951786 0.606486 -6.571433
C 0.503639 1.086673 -6.959851
C 0.387022 2.645873 -7.115608
H 1.177976 -6.250972 -3.060974
H -0.065641 -5.104159 -3.634763
H 1.711566 -4.948003 -4.168770
H 1.705119 -4.909934 -1.303828
H 0.252330 -3.895121 -1.695115
H 2.695750 -3.141485 -3.379032
H 3.105203 -3.192602 -1.653745
H 1.343033 -1.527187 -0.990548
H 2.524642 -0.917263 -2.172933
H -0.436766 -0.024020 -1.504499
H 0.812426 0.825888 -2.451921
H -0.768653 1.524890 -4.033703
H -1.308051 -0.211402 -4.288783
H -2.345459 1.646513 -1.999482
H -3.154660 1.416273 -3.575647
H -3.406625 -0.235029 -1.225793
H -2.321523 -1.238823 -2.226833
H -5.180353 -0.146542 -2.719670
H -4.412564 -2.339492 -1.402253
H -5.950795 -2.375700 -2.366552
H -2.474937 -4.316172 -4.280844
H -2.311496 -3.829216 -2.549408
H -2.329655 -2.583626 -3.849974
H -5.057317 -4.598341 -1.634794
H -4.032241 -5.560821 -2.768154
H -5.770910 -5.175744 -3.207136
H -6.909433 -1.671572 -5.621972
H -6.155063 -2.485476 -7.056191
H -5.796550 -0.721598 -6.773789
H -2.828038 -3.103825 -6.214741
H -4.099189 -2.793806 -7.422069
H -3.117957 -1.407216 -6.868339
H -3.265964 -0.529111 -4.938023
H -4.945613 0.031679 -4.941070
H 2.667966 1.405716 -6.891260
H 2.179616 -0.323131 -7.133500
H 0.294590 0.655547 -7.974458
H -0.291139 0.660635 -6.298296
H 1.201217 3.061061 -7.756683
H 0.354768 3.135779 -6.108095
H -0.574889 2.937983 -7.610902
C 3.133565 4.112964 -4.082539
C 4.205378 3.461187 -3.234083
O 4.519510 4.280097 -2.095807
C 3.681127 4.181432 -1.062206
O 2.717238 3.478014 -1.029267
C 4.159541 5.062511 0.087097
F 4.523111 6.282539 -0.328271
F 5.223439 4.528458 0.697754
F 3.223479 5.238206 1.016015
H 3.431181 5.124831 -4.365390
H 2.951023 3.531585 -4.987258
H 2.194456 4.198475 -3.533387
H 5.124855 3.367551 -3.812048
H 3.917636 2.456671 -2.919658
C -11.300095 2.175006 -5.179526
C -10.255898 1.302660 -5.845584
O -9.147092 2.091377 -6.306633
C -8.242478 2.416521 -5.381108
O -8.308770 2.097529 -4.232930
C -7.099518 3.209768 -6.010247
F -7.544050 4.168318 -6.830387
F -6.290687 2.423660 -6.737468
F -6.337860 3.809037 -5.097934
H -11.612143 2.978124 -5.849824
H -12.174119 1.584204 -4.903505
H -10.903305 2.645722 -4.278881
H -10.681371 0.826645 -6.728923
H -9.911853 0.507000 -5.182907
C -0.668378 -4.278379 4.489041
C -0.122687 -3.905076 3.126104
O -0.812448 -4.615441 2.083504
C -1.990462 -4.108393 1.716955
O -2.490566 -3.132306 2.188270
C -2.584563 -4.929434 0.577111
F -2.497527 -6.244526 0.799838
F -1.958056 -4.698584 -0.584611
F -3.868492 -4.659627 0.371055
H -0.634260 -5.360284 4.630734
H -0.090301 -3.800988 5.270469
H -1.709807 -3.974818 4.592443
H 0.924967 -4.198042 3.055140
H -0.169852 -2.828557 2.953657
C 8.601996 5.637633 0.111431
C 8.813733 5.847464 -1.373245
O 9.984420 5.148994 -1.830843
C 9.825633 3.846302 -2.069807
O 8.803031 3.246133 -1.930460
C 11.127076 3.244287 -2.590435
F 12.185941 3.639969 -1.874660
F 11.356535 3.605964 -3.859236
F 11.112984 1.913750 -2.559700
H 9.495555 5.918509 0.669756
H 7.763919 6.228930 0.463665
H 8.401947 4.588422 0.336109
H 8.988725 6.904575 -1.574457
H 7.937661 5.549025 -1.951859
C 9.728106 8.219627 6.730761
C 10.280621 8.635491 5.382935
O 9.585645 7.969566 4.316131
C 8.412636 8.502243 3.966375
O 7.923253 9.465780 4.471661
C 7.811052 7.728016 2.797800
F 7.883221 6.404519 2.981053
F 8.451932 8.002210 1.649202
F 6.527416 8.017661 2.604561
H 9.750619 7.133245 6.835060
H 10.310272 8.665186 7.538026
H 8.688444 8.530512 6.842797
H 11.325020 8.334070 5.303176
H 10.244535 9.717606 5.248085
C 1.583519 -1.729441 10.924108
C 2.028817 -2.946733 10.139997
O 0.901600 -3.621844 9.556985
C 0.435257 -3.098631 8.422330
O 0.882558 -2.134192 7.879726
C -0.723552 -3.937024 7.893340
F -1.597020 -4.260276 8.854070
F -0.294809 -5.090070 7.365144
F -1.415305 -3.303117 6.941907
H 0.834835 -2.006383 11.668645
H 2.431981 -1.267537 11.429779
H 1.125065 -0.986108 10.270329
H 2.502604 -3.664261 10.809723
H 2.760177 -2.687846 9.372804
C -4.064933 -4.734374 10.185300
C -5.428388 -4.776965 10.843735
O -5.328491 -5.241115 12.200141
C -4.954930 -4.328623 13.099359
O -4.705761 -3.188124 12.850886
C -4.936195 -4.942363 14.495862
F -4.338234 -6.139152 14.510787
F -6.177197 -5.120144 14.965094
F -4.292425 -4.175647 15.372828
H -3.574633 -5.707081 10.256412
H -4.154021 -4.459027 9.134580
H -3.413215 -4.011529 10.677039
H -6.068189 -5.489160 10.322635
H -5.925750 -3.806530 10.805589

Cartesian forces, eV/Å:
-0.2 -0.1 1.0
0.4 -0.8 -0.7
-0.2 -0.2 1.1
1.5 0.0 -0.3
0.8 0.8 0.0
0.3 1.0 0.0
-0.3 0.6 0.5
0.6 -0.7 -0.1
-1.0 0.9 0.3
0.2 0.4 1.0
0.4 0.5 -1.4
-0.7 -1.8 2.5
0.2 0.5 -0.2
0.3 0.4 -0.1
3.0 -0.1 -1.4
-1.0 -0.1 0.7
-0.9 2.3 -1.6
0.8 -0.6 -0.1
-0.8 -0.7 -0.4
-0.2 0.0 0.4
-0.9 -1.3 -1.9
0.2 1.3 1.2
-0.6 -0.2 0.5
-0.8 0.0 -0.6
0.0 0.2 -0.9
-0.6 -0.2 0.4
-0.1 0.8 -0.2
0.9 0.0 -0.3
-0.7 0.0 0.4
-0.5 0.7 -0.4
0.9 -0.1 -0.3
-0.6 0.3 0.7
-0.6 0.3 -0.6
-0.2 -0.3 -1.0
-0.6 -0.5 0.3
0.3 -0.4 -0.9
-0.8 -0.4 0.0
0.0 -0.9 0.1
0.2 0.6 0.4
0.1 -0.6 -0.6
0.4 -0.5 0.6
0.2 -0.4 -0.8
-0.5 0.5 -0.3
0.6 -0.6 -0.4
-0.3 -0.3 -0.8
0.9 0.1 0.0
-0.6 0.5 0.6
-0.6 0.4 -0.9
-0.2 -0.7 0.2
0.1 -0.3 -0.8
-0.8 0.4 0.0
0.8 0.3 0.4
0.6 0.3 -0.4
-0.1 0.7 0.7
-0.4 -0.8 0.4
-0.3 0.7 0.0
0.6 0.3 0.7
-0.3 -0.6 0.5
-0.8 -0.3 0.5
0.5 -0.7 0.2
-0.3 -0.7 0.5
0.0 0.5 0.7
0.2 0.2 0.8
0.8 0.4 -0.4
-0.5 -0.3 0.7
0.4 -0.3 -0.8
0.7 -0.4 0.4
-0.2 0.2 0.2
-0.1 -0.3 -0.7
0.1 0.2 0.6
0.2 -0.6 -1.2
-0.2 0.1 0.5
0.3 0.9 1.0
0.0 0.0 -0.4
0.1 -0.3 -0.2
-0.3 -0.3 -0.2
0.1 -0.1 -0.1
0.0 0.0 0.0
0.0 -0.1 0.0
0.1 0.2 0.3
-0.1 0.1 0.2
0.1 0.3 0.1
-0.7 -0.3 0.1
0.6 0.2 -0.2
-1.1 -0.8 -0.1
0.5 0.3 0.2
1.0 0.8 -0.5
-0.4 -0.1 0.0
-0.2 -0.4 0.1
-0.2 -0.2 0.4
-0.1 -0.1 -0.1
0.0 0.0 0.0
0.0 -0.1 0.0
0.2 0.2 -0.1
0.2 0.2 0.0
-0.3 -0.2 -0.5
0.4 0.2 0.6
-0.3 -0.1 -0.6
1.0 0.3 0.8
-0.5 0.0 -0.3
-0.6 -0.9 -0.9
0.2 0.0 0.4
0.4 0.3 0.2
-0.1 0.4 0.5
0.1 0.0 0.0
0.1 0.1 -0.2
0.1 0.1 0.0
-0.1 -0.2 -0.2
-0.2 -0.1 -0.1
0.2 -0.6 -0.1
-0.5 0.4 0.4
0.4 -0.4 -0.3
-0.7 1.0 0.4
0.1 -0.5 -0.2
1.1 -0.6 -0.3
-0.1 0.2 0.2
-0.3 0.2 -0.1
-0.4 0.0 0.1
-0.1 0.1 -0.1
0.0 -0.1 -0.2
-0.1 0.0 -0.1
0.3 -0.1 -0.1
0.1 -0.2 0.0
-0.3 -0.1 0.0
0.4 0.2 0.6
-0.3 -0.1 -0.5
0.9 0.3 0.8
-0.5 0.0 -0.3
-0.6 -0.7 -0.9
0.2 0.0 0.3
0.3 0.5 0.4
0.0 0.3 0.3
0.1 0.0 0.0
0.0 0.0 -0.1
0.1 0.1 0.0
-0.1 -0.1 -0.2
-0.2 -0.1 -0.1
-0.3 0.1 -0.1
0.5 0.3 0.5
-0.4 -0.3 -0.4
1.0 0.2 0.8
-0.3 0.0 -0.5
-1.2 -0.6 -0.4
0.3 0.2 0.2
0.4 0.0 0.1
0.2 0.4 0.5
0.1 -0.1 0.0
0.0 -0.1 0.0
0.1 0.0 0.0
-0.2 -0.2 -0.1
-0.2 0.0 -0.1
0.1 0.0 0.3
0.0 0.1 -0.8
-0.1 0.0 0.6
-0.3 -0.1 -1.2
0.1 0.2 0.5
0.2 -0.5 1.1
0.1 0.0 -0.3
-0.2 0.1 -0.3
0.1 0.3 -0.3
-0.1 0.0 -0.1
-0.1 0.0 0.0
-0.1 0.1 -0.1
0.0 -0.1 0.3
0.1 0.0 0.2

These are the Mulliken partial charges, in e, on atoms 1 to 99: -0.84, 0.31, -0.97, -0.78, 0.37, -1.43, 0.76, -1.38, -0.30, 0.35, -2.10, 2.27, -0.50, -1.32, 0.46, -0.62, 1.39, -1.60, -1.32, -0.38, -0.33, -0.12, 0.05, -0.84, 0.43, -1.22, 0.31, -0.05, 0.33, 0.44, -0.25, 0.41, 0.36, 0.50, 0.23, 0.70, 0.34, 0.19, -0.21, 0.42, 0.35, 0.47, -0.17, 0.51, 0.44, 0.54, 0.55, -0.58, -0.17, 0.29, 0.22, 0.38, 0.34, 0.46, 0.34, 0.22, 0.39, 0.30, -0.58, 0.00, 0.44, 0.43, 0.35, -0.37, 0.36, 0.20, 0.35, -0.99, -0.20, -0.26, 0.31, -0.53, 0.91, -0.25, -0.24, -0.27, 0.39, 0.22, 0.29, 0.38, 0.22, -1.15, -0.17, -0.32, 0.40, -0.51, 0.87, -0.25, -0.24, -0.25, 0.30, 0.38, 0.32, 0.35, 0.27, -0.78, -0.40, -0.30, 0.26


Question: Which of these has the lowest 2S+1?
Answer: C49H76F21N2O15S2


Question: 2S+1 of number 1 (C29H20F5N15STi)?
Answer: 3